A cluster of 2 separate species, C5H12O in total in a non-equilibrium geometry, computed with ωB97M-V/def2-TZVPD.

Summary:
* E_HOMO: -9.63 eV
* electronic energy: -7422.487 eV
* energy above the lowest of the compared OMol25 structures with the same formula, charge and spin: 465.48 kJ/mol
* F_max: 0.0844 Eh/bohr
* orbital gap: 8.48 eV

Each line ends with the natural charge from an NBO analysis.
Element x y z (Å)
C  -0.5473  -1.1007  -1.1329  -0.088
O  -0.2671  -0.2394  -2.1692  -0.615
C  0.5870  -1.1181  -0.0803  -0.434
C  1.0237  0.3213  0.2238  -0.410
C  -0.1489  1.1659  0.7552  -0.418
C  -0.5037  0.8110  2.2173  -0.617
H  -0.7130  -2.1438  -1.5061  0.199
H  -1.5268  -0.8430  -0.6051  0.138
H  -0.4808  1.3505  -1.4038  0.356
H  1.4289  -1.6322  -0.5824  0.210
H  0.2577  -1.6951  0.8259  0.203
H  1.3318  0.7449  -0.7264  0.220
H  1.8638  0.3952  0.9157  0.209
H  -1.0236  0.9330  0.0806  0.196
H  0.1326  2.2285  0.6414  0.212
H  -1.5296  0.4648  2.2741  0.213
H  0.1949  0.0107  2.6083  0.210
H  -0.4145  1.6621  2.8881  0.216

***

The molecule C5H12O, computed with ωB97M-V/def2-TZVPD.

Summary:
* E_HOMO: -9.61 eV
* electronic energy: -7426.448 eV
* energy above the lowest of the compared OMol25 structures with the same formula, charge and spin: 83.31 kJ/mol
* SMILES: CCCCOC
* F_max: 0.0070 Eh/bohr
* orbital gap: 10.76 eV

Each line ends with the natural charge from an NBO analysis.
Element x y z (Å)
C  -2.7137  -0.4353  0.0603  -0.604
C  -1.3037  -0.3168  -0.5075  -0.389
C  -0.4866  0.7789  0.1771  -0.425
C  0.9781  0.8020  -0.2740  -0.059
O  1.8223  0.4168  0.7972  -0.547
C  2.8210  -0.5033  0.4509  -0.243
H  -2.6794  -0.6974  1.1248  0.203
H  -3.2968  -1.2030  -0.4588  0.209
H  -3.2506  0.5160  -0.0283  0.202
H  -1.3498  -0.1112  -1.5876  0.193
H  -0.7784  -1.2738  -0.3984  0.194
H  -0.9665  1.7500  0.0008  0.198
H  -0.4842  0.6217  1.2627  0.219
H  1.1145  0.1197  -1.1261  0.163
H  1.2723  1.8006  -0.6202  0.172
H  3.4603  -0.6232  1.3282  0.192
H  3.4395  -0.1531  -0.3883  0.163
H  2.4017  -1.4885  0.1873  0.161

***

The molecule C5H12O in a non-equilibrium geometry, computed with ωB97M-V/def2-TZVPD.

Summary:
* E_HOMO: -9.76 eV
* electronic energy: -7426.136 eV
* energy above the lowest of the compared OMol25 structures with the same formula, charge and spin: 113.41 kJ/mol
* SMILES: CCC(O)CC
* F_max: 0.0394 Eh/bohr
* orbital gap: 10.87 eV

Each line ends with the natural charge from an NBO analysis.
Element x y z (Å)
C  1.8647  -0.2112  1.7917  -0.608
C  0.8037  -0.8423  0.8698  -0.431
C  -0.2074  0.1961  0.2370  0.091
O  0.4176  1.4203  -0.1281  -0.719
C  -0.7858  -0.1838  -1.2265  -0.404
C  -2.1535  0.4286  -1.5230  -0.608
H  2.6424  -0.9408  2.0613  0.211
H  2.3560  0.6315  1.3000  0.208
H  1.4261  0.1611  2.7245  0.205
H  1.3175  -1.3309  0.0400  0.189
H  0.3216  -1.6526  1.4474  0.212
H  -0.8213  0.5047  1.1549  0.188
H  1.1950  1.1198  -0.6115  0.451
H  -0.1353  0.2041  -2.0817  0.200
H  -0.7598  -1.2570  -1.3298  0.192
H  -2.5270  0.2340  -2.5407  0.208
H  -2.8353  0.0015  -0.7943  0.200
H  -2.1192  1.5170  -1.3912  0.214

***

The molecule C5H12O, computed with ωB97M-V/def2-TZVPD.

Summary:
* E_HOMO: -6.35 eV
* electronic energy: -7421.410 eV
* energy above the lowest of the compared OMol25 structures with the same formula, charge and spin: 569.38 kJ/mol
* F_max: 0.0120 Eh/bohr
* orbital gap: 7.24 eV

Each line ends with the natural charge from an NBO analysis.
Element x y z (Å)
C  1.8568  -0.1988  -0.2007  -0.275
O  0.7025  0.6528  -0.0973  -0.485
C  -0.7199  0.1305  0.2473  0.016
C  -0.1754  1.2413  -1.3991  -0.256
C  -0.8451  -1.3170  -0.1395  -0.687
C  -0.8944  0.3534  1.7215  -0.663
H  2.6589  0.3949  -0.6472  0.198
H  1.6583  -1.0760  -0.8245  0.186
H  2.1514  -0.5196  0.8047  0.205
H  0.7320  1.4491  -1.9945  0.142
H  -0.8518  0.6290  -2.0032  0.202
H  -0.6452  2.1706  -1.0905  0.221
H  -0.6723  -1.5013  -1.2100  0.195
H  -0.2010  -2.0144  0.4301  0.175
H  -1.8800  -1.6190  0.0599  0.232
H  -0.2030  -0.2489  2.3417  0.168
H  -0.7574  1.4051  1.9948  0.209
H  -1.9142  0.0684  2.0066  0.218

***

A cluster of 3 separate species, C5H12O in total, computed with ωB97M-V/def2-TZVPD.

Summary:
* E_HOMO: -9.53 eV
* electronic energy: -7424.892 eV
* energy above the lowest of the compared OMol25 structures with the same formula, charge and spin: 233.40 kJ/mol
* SMILES: C=C(C)C.[H][H].C=O
* F_max: 0.0105 Eh/bohr
* orbital gap: 10.47 eV

Each line ends with the natural charge from an NBO analysis.
Element x y z (Å)
C  -0.0821  1.0118  1.0051  -0.441
C  -0.8553  0.3143  0.1713  0.046
C  -1.3133  0.8717  -1.1509  -0.650
C  -1.3438  -1.0710  0.4982  -0.648
H  0.2459  2.0217  0.7647  0.194
H  0.2360  0.6059  1.9628  0.202
H  -0.8132  1.8154  -1.3909  0.213
H  -2.3957  1.0524  -1.1400  0.221
H  -1.1181  0.1591  -1.9620  0.218
H  -2.4382  -1.0819  0.5833  0.217
H  -0.9230  -1.4409  1.4374  0.219
H  -1.0784  -1.7752  -0.2999  0.221
H  0.8238  -1.4850  -2.6500  -0.034
H  1.3351  -1.5982  -2.1176  0.025
C  2.4165  0.1976  -0.4606  0.286
O  2.7070  -0.9695  -0.3772  -0.516
H  2.7359  0.9393  0.2966  0.115
H  1.8239  0.5997  -1.3059  0.113

***

The molecule C5H12O in a non-equilibrium geometry, computed with ωB97M-V/def2-TZVPD.

Summary:
* E_HOMO: -9.19 eV
* electronic energy: -7425.362 eV
* energy above the lowest of the compared OMol25 structures with the same formula, charge and spin: 188.13 kJ/mol
* SMILES: CC[C@@H](C)OC
* F_max: 0.1033 Eh/bohr
* orbital gap: 10.20 eV

Each line ends with the natural charge from an NBO analysis.
Element x y z (Å)
C  1.7775  -0.8166  -0.1135  -0.619
C  0.6015  -0.5537  1.0309  -0.415
C  -0.0453  0.7055  0.6180  0.118
C  0.1975  1.4983  -0.6472  -0.650
O  -1.5786  0.2118  0.6951  -0.588
C  -2.1071  -0.5628  -0.3419  -0.254
H  1.3211  -1.1539  -1.0396  0.201
H  2.4611  0.0145  -0.2636  0.202
H  2.3644  -1.6400  0.2882  0.206
H  0.0436  -1.4843  1.1008  0.230
H  1.1322  -0.4171  1.9707  0.207
H  -0.0483  1.3952  1.4676  0.195
H  0.2005  0.8698  -1.5340  0.213
H  -0.6093  2.2197  -0.7688  0.234
H  1.1243  2.0623  -0.5599  0.223
H  -2.0236  -1.6350  -0.1179  0.155
H  -1.6494  -0.4240  -1.3326  0.157
H  -3.1623  -0.2898  -0.4521  0.187

***

- Which of these has the lowest electronic energy?
  number 2